# 1
101
Properties=species:S:1:pos:R:3:lowdin_spin:R:1 method="wB97M-V/def2-TZVPD" total_charge=0 de_lowest_kcal_mol=15.9 multiplicity=2 orbital_gap_ev="5.372 / 5.542" s_squared=1.229 e_lumo_ev="-1.62 / -1.63"
Cr -0.3178 -1.1744 0.2640 0.964
S 0.9217 0.9435 0.7434 -0.057
S -1.6675 0.3514 -0.9355 -0.039
Si -3.0795 -2.7604 -0.9253 0.002
F 0.5544 -3.0713 1.2924 -0.003
N 4.3967 -0.9057 1.6765 0.000
N -1.4045 -2.6946 -0.4477 -0.007
N 0.6284 3.4564 -0.0408 0.051
N -1.9972 2.9814 -0.9420 0.055
C -3.7901 -4.4839 -0.5772 -0.001
C 2.8222 -1.4540 -0.2981 0.008
C 3.8172 -1.5493 -1.2703 -0.003
C 0.0946 2.1942 -0.0050 0.042
C 0.3049 -1.7867 4.0342 0.000
C -0.7762 -0.8085 3.5762 -0.006
C 1.4778 -1.4050 -0.6909 -0.051
C -3.4422 2.8269 -1.1184 0.003
C -0.5860 -3.7994 -0.6091 -0.006
C 3.9743 1.8745 -2.6720 0.000
C 3.5672 4.1361 -3.3664 0.000
C -1.2707 -1.0972 2.1533 -0.036
C 1.1812 -1.4800 -2.0550 0.004
C -3.9247 2.3920 1.3215 0.001
C 3.1590 -1.4805 1.1873 0.002
C -0.3255 0.6322 3.8088 -0.001
C -3.3523 -2.3368 -2.7533 0.001
C -4.1559 -1.5989 0.1088 0.000
C 0.2310 -5.8102 -1.7133 -0.001
C -5.8907 4.3382 1.3710 0.000
C 4.5472 0.5201 1.5070 0.000
C -5.2030 4.0755 0.1939 0.001
C 4.0804 2.8736 -3.6281 0.000
C 2.0758 3.6549 0.0981 0.003
C -1.1981 1.9427 -0.5822 0.042
C -5.5927 3.6322 2.5256 0.000
C 1.2087 -5.9956 -0.7474 0.004
C 5.6289 -1.6339 1.4609 0.000
C 2.1780 -1.5882 -3.0168 -0.004
C 0.4412 -4.0242 0.3112 0.001
C 2.8169 3.3906 -1.1958 0.002
C -4.6055 2.6558 2.4983 0.000
C -4.2154 3.0996 0.1571 0.002
C 3.3473 2.1296 -1.4618 -0.001
C 2.9419 4.3919 -2.1556 0.000
C -1.5592 4.3159 -0.5560 0.003
C 3.5051 -1.6066 -2.6206 0.013
C -0.0804 4.4386 -0.8408 0.004
C 1.3182 -5.0755 0.2883 0.000
C -0.6492 -4.7417 -1.6487 0.002
H 0.6302 0.8240 3.3218 -0.001
H -1.7504 -2.0799 2.1758 -0.001
H -1.3908 -4.6072 -2.4260 0.000
H 3.2616 1.3444 -0.7206 -0.001
H 2.3424 -0.9786 1.7142 0.001
H -0.0074 -2.8156 3.8513 0.000
H -3.9073 -1.6514 1.1696 0.000
H 1.9124 -1.6634 -4.0649 -0.001
H 3.6619 4.9267 -4.0999 0.000
H -2.0483 -0.3608 1.9153 0.007
H -1.7562 4.4972 0.5063 0.001
H 5.2864 0.8890 2.2230 0.000
H -6.6586 5.1012 1.3846 0.000
H 1.8833 -6.8392 -0.7961 0.000
H -4.4054 -2.4855 -3.0076 0.000
H -2.7591 -2.9666 -3.4197 0.000
H 2.0702 -5.1742 1.0605 0.000
H 2.5611 5.3869 -1.9514 0.000
H -1.6443 -0.9687 4.2332 -0.003
H -5.4420 4.6358 -0.7035 0.000
H 2.2354 4.6842 0.4237 0.000
H -5.2005 -1.9039 0.0009 0.000
H -3.0717 -5.2902 -0.7133 0.000
H -6.1266 3.8406 3.4435 0.000
H 3.5962 1.0151 1.7075 0.000
H 3.1434 -2.5259 1.5125 0.000
H -4.3669 2.0952 3.3935 0.000
H 4.8813 0.8064 0.4951 0.000
H -3.0975 -1.2971 -2.9686 0.000
H 4.8574 -1.5817 -0.9754 -0.001
H -3.7494 3.5366 -1.8884 0.001
H -4.0828 -0.5559 -0.2031 -0.001
H -2.1164 5.0456 -1.1438 0.000
H 0.1564 -6.5055 -2.5403 0.000
H 6.1608 -1.3344 0.5457 0.000
H 0.1483 -1.4756 -2.3914 0.000
H 1.2348 -1.6147 3.4901 0.000
H 4.5619 2.6727 -4.5764 0.000
H -0.2061 0.8242 4.8780 0.000
H -3.6368 1.8237 -1.4892 0.000
H 6.3088 -1.4504 2.2993 0.000
H 0.2686 5.4347 -0.5681 0.000
H -3.1618 1.6244 1.3079 0.000
H -1.0611 1.3393 3.4141 0.000
H 0.5083 -1.6740 5.1018 0.000
H 4.3853 0.8919 -2.8631 0.000
H 0.1000 4.2902 -1.9122 0.001
H 4.2962 -1.6796 -3.3580 0.001
H 5.4258 -2.7034 1.4116 0.000
H 2.4300 2.9871 0.8787 0.000
H -4.1554 -4.5378 0.4510 0.000
H -4.6422 -4.6810 -1.2335 0.000

=====

# 2
59
Properties=species:S:1:pos:R:3:lowdin_charge:R:1 method="wB97M-V/def2-TZVPD" total_charge=-2 orbital_gap_ev=5.081 e_lumo_ev=4.61
Pt -1.3156 -0.6585 -2.2267 0.836
Br -3.4536 -0.1973 -3.9255 -0.311
Ge 0.9004 0.6574 -0.0637 0.832
O -5.3213 2.0778 0.2045 0.030
N -1.9058 -0.2351 0.5786 0.002
C 1.8152 -3.0461 2.8552 -0.131
C -3.8419 0.7785 1.5903 -0.059
C 0.4920 -3.1221 -2.9440 -0.182
C -1.9061 3.9016 1.9909 -0.120
C -4.1926 1.3040 0.3497 -0.331
C 4.5425 2.8293 0.6057 -0.116
C 4.4831 2.2665 -1.7326 -0.114
C 2.1755 -1.7651 3.2684 -0.123
C 3.3115 2.1943 0.7862 -0.118
C 1.9062 -0.6689 2.4400 -0.123
C 1.1799 -3.2239 1.6259 -0.096
C 2.6517 1.5682 -0.2770 -0.267
C -3.4191 1.0528 -0.7584 -0.099
C -2.2660 0.2544 -0.6550 -0.410
C -0.4332 3.2122 0.2073 -0.098
C -0.4055 -5.3641 -3.1531 -0.160
C 1.2650 -0.8277 1.1996 -0.260
C -0.7259 1.7967 2.1273 -0.141
C 0.6796 -4.5062 -2.9798 -0.146
C -1.3116 4.1473 0.7564 -0.105
C -1.6094 2.7277 2.6773 -0.116
C -1.8434 -3.4077 -3.2622 -0.182
C 5.1308 2.8637 -0.6610 -0.134
C 3.2575 1.6176 -1.5418 -0.109
C 0.2754 0.1565 -1.8771 -0.440
C -0.7632 -2.5060 -3.0616 -0.358
C -2.6810 0.0249 1.6352 -0.220
C -1.6730 -4.8007 -3.3024 -0.139
C 0.9022 -2.1278 0.8081 -0.097
C -0.1207 2.0221 0.8876 -0.278
H 1.6760 -4.9172 -2.8584 0.076
H 2.8498 2.2100 1.7719 0.084
H 2.0235 -3.9003 3.4915 0.081
H 2.6634 -1.6161 4.2285 0.082
H 4.9271 2.3054 -2.7228 0.087
H 2.7444 1.1479 -2.3810 0.069
H -2.8372 -3.0037 -3.4059 0.015
H 0.3724 -2.2671 -0.1305 0.071
H 0.8885 -4.2176 1.3004 0.094
H -0.5131 0.8776 2.6658 0.086
H -2.6087 4.6134 2.4083 0.084
H -5.7194 2.1588 1.0706 0.077
H 2.1937 0.3231 2.7817 0.078
H 1.3654 -2.4845 -2.8214 0.070
H 5.0390 3.2988 1.4474 0.083
H 6.0843 3.3595 -0.8059 0.081
H -2.3455 -0.3875 2.5868 0.103
H -4.4423 0.9557 2.4769 0.096
H -2.0849 2.5216 3.6292 0.093
H -3.7112 1.4538 -1.7239 0.034
H -0.2642 -6.4403 -3.1811 0.071
H -1.5486 5.0530 0.2110 0.088
H -2.5371 -5.4450 -3.4441 0.077
H 0.0053 3.4043 -0.7673 0.101

=====

# 3
48
Properties=species:S:1:pos:R:3:lowdin_charge:R:1 method="wB97M-V/def2-TZVPD" total_charge=0 de_lowest_kcal_mol=0.0 orbital_gap_ev=10.363 smiles="O=C1OCCO1.O=C1OCCO1.O=C1OCCO1.O.O.O.O.O.O" e_lumo_ev=-0.58
O 0.7070 1.4570 0.7419 -0.062
O 0.7365 1.1713 4.0828 -0.063
O 2.3467 -2.4152 2.4554 0.059
O 3.4207 -0.2462 -1.2524 -0.040
O 3.1417 1.2918 2.6100 -0.038
O 2.9871 -4.3419 3.4180 0.163
O -3.0738 -4.5699 -0.7256 0.177
O -2.2152 2.9986 -3.7052 0.172
O 1.7347 3.4152 -1.0080 -0.071
O 0.5570 -0.4016 -1.3707 -0.047
O 1.5622 -4.3547 1.6839 0.073
O -2.8420 2.2130 -1.6960 0.044
O -1.4469 3.9371 -1.8013 0.068
O -2.1895 -2.5202 -0.4325 0.040
O -3.5093 -2.8872 -2.1815 0.065
C -2.1610 3.0567 -2.5232 -0.565
C 1.5112 -2.0387 1.3480 -0.101
C -2.9217 -1.5963 -2.3688 -0.101
C -2.3910 2.3959 -0.3607 -0.114
C -2.9549 -3.4470 -1.0841 -0.561
C 0.8623 -3.3766 0.9335 -0.110
C -2.5583 -1.2383 -0.9388 -0.131
C 2.3553 -3.7542 2.6007 -0.574
C -1.6780 3.7562 -0.4116 -0.110
H 0.2817 -0.0817 -2.2378 0.074
H -2.0423 -1.7073 -3.0041 0.134
H -3.6458 -0.9096 -2.7985 0.137
H 0.9618 -3.5493 -0.1374 0.129
H -0.7932 3.6918 0.2162 0.112
H 1.4175 0.9997 3.4170 -0.026
H 0.7418 -1.3974 1.7723 0.124
H -1.6128 1.6518 -0.1872 0.095
H 3.5629 -0.3932 -2.1949 0.064
H 1.5173 -0.5251 -1.4544 0.016
H 1.2624 2.8375 -0.3822 -0.023
H -3.1743 2.3715 0.3889 0.137
H 1.3622 4.2905 -0.8689 0.029
H -0.2044 -3.3617 1.1487 0.120
H 3.6692 1.3616 3.4133 0.074
H -3.3932 -0.8396 -0.3568 0.139
H 2.1105 -1.5819 0.5675 0.098
H 1.5860 1.2486 1.0796 0.021
H 4.2599 0.1104 -0.9456 0.061
H -1.7659 -0.5001 -0.8670 0.089
H 3.7845 1.1987 1.9005 0.056
H 0.5317 0.8105 0.0330 0.008
H -0.0886 1.1771 3.5904 0.024
H -2.3098 4.5923 -0.1065 0.134

=====

no.,E_tot (eV)
1,-108970.5014
2,-164839.7141
3,-40435.2595